ORCA calculation (wB97M-V/def2-TZVPD) on a molecular structure, C18H47NO4Si2V.

Structure (XYZ):
```
73
Properties=species:S:1:pos:R:3:mulliken_charge:R:1
H 2.07 0.00 2.58 -0.34
H 0.44 -0.56 5.29 0.35
O 0.70 1.07 1.61 0.26
C -3.88 0.77 -2.29 -1.03
H -1.12 0.98 3.21 0.31
H 4.04 -1.59 -0.42 0.17
C -2.06 -2.81 4.14 -1.14
H -2.39 -1.61 -3.44 0.34
N -2.68 -2.07 0.35 -0.34
H -4.11 1.11 -1.27 0.26
H -0.66 2.41 -3.97 0.27
H -0.22 2.76 0.85 0.27
H 0.72 -2.33 5.28 0.36
C 0.65 -1.43 4.65 -1.39
H 3.72 2.87 -4.41 0.40
H -0.86 1.83 -0.74 0.00
H -2.71 -1.96 -0.66 0.09
C -0.07 -2.29 1.82 -1.24
H -1.56 -3.73 4.46 0.34
C 3.24 -1.06 -2.35 0.23
H -4.16 -2.33 1.88 0.11
Si -2.07 0.82 -2.79 0.15
H 3.26 2.22 1.70 0.40
C 4.05 -1.97 -1.45 -1.24
H 4.64 2.63 -2.91 0.30
H 1.80 2.98 3.17 0.30
H 2.95 0.49 -4.33 0.42
H -0.42 -3.31 1.59 0.52
C -0.77 0.98 -1.42 0.06
H -1.79 3.23 -2.87 0.32
H 1.88 -0.45 0.89 -0.06
C 0.72 2.50 1.33 -0.55
H 2.38 1.48 -2.95 0.00
H -1.28 0.13 -0.98 -0.17
O -3.53 0.33 0.92 -0.66
H -4.74 -2.61 0.22 0.38
H 1.52 2.73 0.63 0.54
Si -0.78 -1.62 3.46 0.62
H -2.35 -3.03 0.46 0.28
V -1.50 -0.48 1.24 0.90
H 0.94 4.31 2.42 0.43
H 3.09 -1.54 -3.34 0.49
H 3.26 1.35 0.10 0.27
H -2.84 -3.06 3.42 0.29
O 3.92 0.17 -2.49 -0.38
C -1.63 0.01 3.28 -1.00
C -1.66 -0.80 -3.63 -1.12
H -2.53 -2.33 5.01 0.26
H -0.07 -1.72 0.85 0.31
H 0.29 0.74 -1.62 0.07
H 5.09 -2.03 -1.79 0.34
C 4.24 2.14 -3.80 -1.37
C -4.07 -2.00 0.83 -0.23
C 3.27 1.03 -3.42 0.15
O -5.66 -0.32 0.43 -0.73
H -1.65 -0.62 -4.71 0.40
H 1.01 -2.38 2.04 0.47
H 0.01 3.05 3.27 0.33
H -2.71 0.22 3.40 0.45
H 1.60 -1.28 4.14 0.33
C 3.20 1.24 1.20 -1.45
C 1.99 0.41 1.57 0.67
C -1.69 2.43 -3.62 -1.13
C 0.88 3.24 2.63 -1.42
H -4.37 -0.20 -2.39 0.32
H -2.38 2.60 -4.45 0.35
H 5.08 1.72 -4.37 0.31
H 3.60 -2.97 -1.46 0.38
H -4.42 1.44 -2.97 0.45
H -0.68 -1.19 -3.34 0.28
H 4.08 0.67 1.51 0.44
C -4.48 -0.53 0.73 0.39
H 2.23 -0.90 -1.91 -0.17
```

## Properties
Spin multiplicity: 4
HOMO level (spin up / spin down): -0.251 / -0.268 hartree
Max |F|: 2.935 eV Å⁻¹
Calculated total energy: -2592.6842 hartree
Expectation value of S²: 3.77